Entry 1:
Molecular formula: C21H21ClFNO3
Method: DFT, ωB97M-V/def2-TZVPD

Kohn-Sham gap in Ha: 0.332
SMILES string: O=C(/C=C/C[N@+]1([O-])CC[C@](O)(c2ccc(Cl)cc2)CC1)c1ccc(F)cc1
E_HOMO in eV: -8.91
Charge: 0

Atoms and positions in Å:
O 2.5527 1.5522 4.7002
O -0.9251 2.5353 0.7272
F 2.6233 -4.3329 6.8450
Cl -6.2109 0.6953 -6.5794
O -2.9816 2.7364 -0.8658
C 2.3222 0.5410 4.0912
C 2.1437 0.6412 2.5579
C 1.3120 1.5981 2.0988
C 3.5388 -2.2254 6.4155
C 1.5157 -2.8533 5.3286
C -5.6546 1.9923 -4.0785
C -4.2775 0.1509 -4.7766
C 3.3897 -1.0279 5.7240
C 1.4366 -1.6707 4.6437
C -4.7719 2.0899 -2.9415
C -3.4052 0.3354 -3.7651
C 2.5735 -3.1475 6.1945
C -5.3436 0.9798 -5.0403
C 2.3689 -0.7129 4.8236
C -3.5906 1.3759 -2.8201
C -2.2580 0.4030 -0.6362
C -1.2031 1.8953 -2.2682
C -2.5619 1.5722 -1.6268
C 1.1145 1.6615 0.5487
C -0.8554 0.4288 0.0438
C -0.1845 2.4004 -1.2392
N -0.2643 1.7482 0.0701
H -2.5511 2.5980 0.0736
H 2.5783 -0.0856 1.8969
H 0.7369 2.0985 2.7859
H 4.3063 -2.3589 7.1583
H 0.8924 -3.6132 5.1046
H -6.4668 2.5894 -4.3690
H -3.9996 -0.6616 -5.4360
H 4.1657 -0.2668 5.9461
H 0.6651 -1.6298 3.8659
H -5.0023 2.8480 -2.1774
H -2.5533 -0.2859 -3.7828
H -3.0955 0.3620 0.1161
H -2.2340 -0.5624 -1.1685
H -0.7822 1.0377 -2.7597
H -1.4101 2.7233 -2.9939
H 1.6927 2.4398 0.0852
H 1.4364 0.5969 0.1693
H -1.1625 0.1223 1.0689
H -0.1602 -0.2739 -0.4562
H -0.3392 3.4002 -1.1005
H 0.8394 2.2739 -1.6512

Quick look at the Löwdin charges, all values in e:
1 O 0.12
2 O -0.13
3 F 0.07
4 Cl 0.60
5 O -0.06
6 C -0.36
7 C 0.01
8 C 0.01
9 C 0.00
10 C 0.01
11 C -0.04
12 C -0.16
13 C 0.00
14 C -0.03
15 C -0.01
16 C -0.05
17 C -0.26
18 C -0.61
19 C -0.19
20 C -0.12
21 C -0.06
22 C -0.08
23 C -0.41
24 C -0.08
25 C -0.09
26 C -0.09
27 N -0.51
28 H 0.12
29 H 0.10
30 H 0.09
31 H 0.12
32 H 0.08
33 H 0.08
34 H 0.11
35 H 0.13
36 H 0.13
37 H 0.12
38 H 0.10
39 H 0.14
40 H 0.12
41 H 0.11
42 H 0.15
43 H 0.12
44 H 0.15
45 H 0.15
46 H 0.14
47 H 0.11
48 H 0.14

Entry 2:
Molecular formula: C21H21F6KN6O2PS2Se
Method: DFT, ωB97M-V/def2-TZVPD

Kohn-Sham gap (alpha / beta) in Ha: 0.209 / 0.190
Spin multiplicity: 2
E_HOMO (alpha / beta) in eV: -2.02 / -2.02
Charge: -2

Atoms and positions in Å:
K 1.4811 0.7751 -0.2801
C -1.7429 0.7752 -3.4477
C -0.9818 -0.0618 -2.4656
N -0.9440 0.3109 -1.1612
N -1.6836 1.3398 -0.8610
C -1.6037 2.3452 -0.0167
S -0.3034 2.9669 0.8617
S -3.2745 3.0750 0.1677
C -3.9140 1.9283 1.4270
C -4.6059 0.7020 0.8776
C -5.9544 0.7345 0.5319
C -6.5758 -0.3739 -0.0325
C -5.8433 -1.5358 -0.2610
C -4.4978 -1.5793 0.0895
C -3.8883 -0.4692 0.6598
C -0.3298 -1.2580 -2.8559
C -0.8378 -1.9446 -4.0109
C -0.3340 -3.1265 -4.4392
C 0.7758 -3.7126 -3.7402
C 1.3285 -3.1156 -2.6628
C 0.8371 -1.8357 -2.1577
O 1.4206 -1.2556 -1.2352
H -1.3923 1.8026 -3.3275
H -2.8154 0.7762 -3.2363
H -1.5621 0.4695 -4.4728
H -4.6052 2.5168 2.0335
H -3.0665 1.6532 2.0571
H -6.5217 1.6474 0.6937
H -7.6268 -0.3279 -0.3004
H -6.3195 -2.4008 -0.7084
H -3.9089 -2.4735 -0.0803
H -2.8490 -0.5191 0.9307
H -1.6914 -1.5271 -4.5252
H -0.7739 -3.6272 -5.2916
H 1.1802 -4.6584 -4.0880
H 2.1712 -3.5471 -2.1348
F 0.7275 -0.1154 1.7549
P 0.1256 -1.5213 2.4552
F -0.7003 -1.8069 1.1237
F -1.0859 -0.6699 3.0642
F 0.9985 -1.1812 3.7893
F 1.3968 -2.2945 1.8505
F -0.4146 -2.8671 3.1482
Se 0.9090 4.1781 -4.9676
C 1.1115 3.1197 -3.4580
N 1.2145 2.4259 -2.5272
C 5.7906 0.6501 4.2966
N 5.4416 1.0361 2.9590
C 6.1998 1.9211 2.1066
C 5.3013 1.9989 0.8737
O 5.6446 2.5757 -0.1319
N 4.1072 1.3243 1.1191
C 4.2484 0.8192 2.3389
N 3.2812 0.1375 2.9480
H 6.8697 0.5125 4.3576
H 5.3348 -0.3061 4.5534
H 5.4981 1.3838 5.0558
H 7.1842 1.5271 1.8530
H 6.3099 2.9225 2.5322
H 2.3904 -0.0181 2.4893
H 3.3689 -0.2208 3.8783

Quick look at the Löwdin charges, all values in e:
1 K 0.67
2 C -0.03
3 C -0.24
4 N 0.03
5 N -0.07
6 C -1.12
7 S 0.50
8 S 0.81
9 C -0.44
10 C -0.29
11 C -0.07
12 C -0.11
13 C -0.11
14 C -0.07
15 C -0.04
16 C -0.07
17 C -0.06
18 C -0.12
19 C -0.11
20 C -0.02
21 C -0.35
22 O -0.16
23 H 0.07
24 H 0.09
25 H 0.07
26 H 0.06
27 H 0.08
28 H 0.10
29 H 0.09
30 H 0.09
31 H 0.11
32 H 0.09
33 H 0.10
34 H 0.08
35 H 0.09
36 H 0.11
37 F -0.34
38 P 0.15
39 F -0.13
40 F -0.14
41 F -0.18
42 F -0.15
43 F -0.15
44 Se 0.19
45 C -0.96
46 N -0.02
47 C -0.05
48 N -0.11
49 C -0.07
50 C -0.48
51 O 0.05
52 N 0.16
53 C -0.41
54 N 0.22
55 H 0.08
56 H 0.08
57 H 0.09
58 H 0.12
59 H 0.13
60 H 0.06
61 H 0.09

Entry 3:
Molecular formula: C21H21FN2O3
Method: DFT, ωB97M-V/def2-TZVPD

Kohn-Sham gap in Ha: 0.294
SMILES string: CN(C)CCN1C(=O)C(=O)/C(=C(/O)c2ccc(F)cc2)[C@H]1c1ccccc1
E_HOMO in eV: -8.38
Charge: 0

Atoms and positions in Å:
C -2.3167 -0.5601 -3.1158
N -3.3662 0.3246 -2.6523
C -3.6958 1.3107 -3.6594
H -3.9886 0.7979 -4.5738
H -2.8538 1.9844 -3.8888
H -4.5373 1.9116 -3.3164
C -3.0416 0.9655 -1.3915
H -2.1016 1.5406 -1.4532
C -2.9670 -0.0279 -0.2219
N -1.6470 -0.5112 0.1017
C -1.2998 -1.8173 0.0305
O -1.9593 -2.6992 -0.4742
C 0.0560 -1.9675 0.7212
O 0.6870 -2.9969 0.8060
C 0.3598 -0.6516 1.2650
C 1.3217 -0.3141 2.1534
O 1.3183 0.9400 2.6605
H 2.0523 1.0528 3.2798
C 2.3523 -1.2392 2.6464
C 2.5946 -1.3218 4.0179
C 3.5608 -2.1771 4.5108
C 4.2933 -2.9355 3.6145
C 4.0863 -2.8581 2.2480
C 3.1107 -2.0079 1.7660
H 2.9425 -1.9286 0.7053
H 4.6805 -3.4621 1.5816
F 5.2422 -3.7626 4.0883
H 3.7470 -2.2649 5.5693
H 1.9986 -0.7421 4.7098
C -0.6697 0.3305 0.7596
C 0.0025 1.2982 -0.1931
C 0.0077 2.6626 0.0551
C 0.6359 3.5280 -0.8245
C 1.2634 3.0354 -1.9555
C 1.2704 1.6718 -2.2018
C 0.6481 0.8059 -1.3218
H 0.6506 -0.2584 -1.5114
H 1.7624 1.2827 -3.0809
H 1.7480 3.7115 -2.6440
H 0.6319 4.5897 -0.6271
H -0.4829 3.0478 0.9370
H -1.1383 0.8910 1.5795
H -3.3750 0.4522 0.6754
H -3.5757 -0.9026 -0.4638
H -3.8492 1.6712 -1.1784
H -2.1786 -1.3706 -2.4061
H -1.3595 -0.0341 -3.2609
H -2.6211 -0.9953 -4.0662

Quick look at the Löwdin charges, all values in e:
1 C -0.08
2 N -0.27
3 C -0.11
4 H 0.08
5 H 0.09
6 H 0.08
7 C -0.18
8 H 0.11
9 C -0.09
10 N 0.00
11 C -0.38
12 O 0.09
13 C -0.25
14 O 0.13
15 C -0.04
16 C -0.19
17 O 0.11
18 H 0.12
19 C -0.16
20 C -0.02
21 C 0.00
22 C -0.26
23 C 0.02
24 C 0.00
25 H 0.13
26 H 0.12
27 F 0.07
28 H 0.12
29 H 0.12
30 C -0.18
31 C -0.19
32 C -0.04
33 C -0.08
34 C -0.09
35 C -0.07
36 C -0.04
37 H 0.12
38 H 0.11
39 H 0.10
40 H 0.10
41 H 0.12
42 H 0.16
43 H 0.13
44 H 0.13
45 H 0.12
46 H 0.06
47 H 0.08
48 H 0.09

Entry 4:
Molecular formula: C21H21N3O3
Method: DFT, ωB97M-V/def2-TZVPD

Kohn-Sham gap in Ha: 0.292
SMILES string: COc1ccccc1N1CCN(C(=O)C(=O)c2c[nH]c3ccccc23)CC1
E_HOMO in eV: -7.52
Charge: 0

Atoms and positions in Å:
C 6.1198 1.8850 1.0008
H 6.5129 2.2663 0.0520
H 5.9358 2.7221 1.6731
O 4.8741 1.2569 0.8352
C 4.8099 0.1010 0.0958
C 5.8955 -0.4249 -0.5825
C 5.7955 -1.6239 -1.2733
C 4.5971 -2.3037 -1.2818
C 3.4975 -1.7758 -0.6259
C 3.5615 -0.5675 0.0651
N 2.4842 -0.0574 0.7864
C 2.0680 1.3145 0.5911
H 2.9252 1.9359 0.3482
C 1.0189 1.4086 -0.5267
N -0.1159 0.5706 -0.1918
C -1.3096 1.1396 0.0611
O -1.5026 2.3405 -0.0811
C -2.4427 0.2286 0.5321
O -2.2640 -0.6106 1.4012
C -3.7193 0.4810 -0.0924
C -4.0188 1.4287 -1.0522
N -5.3263 1.3568 -1.3787
C -5.9322 0.3622 -0.6492
C -7.2487 -0.0747 -0.6442
C -7.5680 -1.1110 0.2094
C -6.6046 -1.6951 1.0339
C -5.2948 -1.2637 1.0313
C -4.9487 -0.2200 0.1788
H -4.5492 -1.7102 1.6691
H -6.8987 -2.5026 1.6879
H -8.5832 -1.4776 0.2425
H -7.9928 0.3800 -1.2814
H -5.7937 1.9542 -2.0412
H -3.3678 2.1571 -1.4946
C 0.2575 -0.8123 -0.0077
H -0.6014 -1.4101 0.2882
C 1.3439 -0.8917 1.0817
H 1.6621 -1.9227 1.2331
H 0.9043 -0.5291 2.0176
H 0.6504 -1.1864 -0.9610
H 0.6604 2.4329 -0.6369
H 1.4517 1.0629 -1.4726
H 1.6241 1.6746 1.5251
H 2.5717 -2.3275 -0.6598
H 4.5038 -3.2433 -1.8054
H 6.6582 -2.0168 -1.7888
H 6.8449 0.0863 -0.5666
H 6.8543 1.2123 1.4548

Quick look at the Löwdin charges, all values in e:
1 C -0.08
2 H 0.10
3 H 0.09
4 O -0.11
5 C -0.20
6 C -0.03
7 C -0.10
8 C -0.10
9 C -0.03
10 C -0.15
11 N -0.09
12 C -0.12
13 H 0.12
14 C -0.10
15 N -0.04
16 C -0.37
17 O 0.05
18 C -0.26
19 O 0.09
20 C -0.09
21 C 0.00
22 N 0.10
23 C -0.20
24 C -0.02
25 C -0.10
26 C -0.09
27 C -0.01
28 C -0.11
29 H 0.11
30 H 0.10
31 H 0.10
32 H 0.11
33 H 0.16
34 H 0.13
35 C -0.12
36 H 0.11
37 C -0.13
38 H 0.12
39 H 0.13
40 H 0.12
41 H 0.12
42 H 0.14
43 H 0.14
44 H 0.10
45 H 0.10
46 H 0.10
47 H 0.10
48 H 0.10

Entry 5:
Molecular formula: C21H21N3O5S
Method: DFT, ωB97M-V/def2-TZVPD

Kohn-Sham gap in Ha: 0.329
SMILES string: COc1ccc(S(=O)(=O)N(CC(=O)Nc2cccnc2)c2ccccc2OC)cc1
E_HOMO in eV: -8.49
Charge: 0

Atoms and positions in Å:
C -6.1104 -2.1130 1.1449
H -6.0738 -3.1015 0.6780
O -5.6233 -1.1139 0.2764
C -4.3452 -1.1859 -0.1553
C -3.4381 -2.1823 0.2026
C -2.1480 -2.1488 -0.2984
C -1.7677 -1.1345 -1.1507
C -2.6575 -0.1399 -1.5216
C -3.9410 -0.1641 -1.0251
H -4.6611 0.5931 -1.2904
H -2.3275 0.6370 -2.1920
S -0.1042 -1.0439 -1.7715
O 0.7100 -2.0668 -1.1532
O -0.0800 -0.9977 -3.2015
N 0.3448 0.4746 -1.2414
C 0.0094 0.8419 0.0739
C 0.1006 -0.0732 1.1108
C -0.2855 0.2710 2.3956
C -0.7520 1.5451 2.6503
C -0.8497 2.4731 1.6258
C -0.4887 2.1346 0.3292
O -0.5967 2.9649 -0.7445
C -1.0370 4.2865 -0.5355
H -2.0585 4.3121 -0.1431
H -0.3703 4.8297 0.1407
H -1.0167 4.7591 -1.5162
H -1.2252 3.4593 1.8471
H -1.0459 1.8291 3.6492
H -0.2068 -0.4529 3.1914
H 0.4817 -1.0598 0.9027
C 1.3880 1.1688 -1.9580
H 1.1638 2.2369 -2.0148
H 1.3967 0.7511 -2.9687
C 2.7738 0.9966 -1.3236
O 3.5527 1.9218 -1.2448
N 3.0021 -0.2659 -0.8842
C 4.1263 -0.7618 -0.2262
C 5.2702 -0.0148 0.0442
C 6.3172 -0.6337 0.7072
C 6.1876 -1.9632 1.0753
N 5.1023 -2.6783 0.8214
C 4.1041 -2.0974 0.1898
H 3.2340 -2.7125 -0.0055
H 6.9795 -2.4856 1.5948
H 7.2198 -0.0864 0.9316
H 5.3295 1.0173 -0.2595
H 2.2694 -0.9588 -1.0211
H -1.4288 -2.9075 -0.0337
H -3.7228 -2.9819 0.8670
H -5.5540 -2.1307 2.0866
H -7.1470 -1.8468 1.3437

Quick look at the Löwdin charges, all values in e:
1 C -0.08
2 H 0.10
3 O -0.07
4 C -0.26
5 C 0.00
6 C -0.04
7 C -0.29
8 C -0.04
9 C 0.03
10 H 0.12
11 H 0.13
12 S 0.71
13 O -0.31
14 O -0.26
15 N -0.17
16 C -0.19
17 C -0.02
18 C -0.07
19 C -0.08
20 C -0.01
21 C -0.20
22 O -0.09
23 C -0.07
24 H 0.10
25 H 0.10
26 H 0.10
27 H 0.10
28 H 0.11
29 H 0.11
30 H 0.10
31 C -0.07
32 H 0.13
33 H 0.13
34 C -0.43
35 O 0.08
36 N 0.15
37 C -0.19
38 C 0.00
39 C -0.06
40 C -0.17
41 N 0.05
42 C -0.09
43 H 0.11
44 H 0.10
45 H 0.10
46 H 0.10
47 H 0.09
48 H 0.12
49 H 0.11
50 H 0.10
51 H 0.10

What are the relative energy (zero: lowest compared OMol25 entry of this formula, charge and spin) values for these records? In order: 61.0, 33.6, 15.9, 58.9, 55.3 kcal/mol.
What are the energy values for these records? In order: -1653.15294, -6030.49581, -1247.92414, -1202.83268, -1751.47995 Ha.